Density functional theory data (ωB97M-V/def2-TZVPD) for C27H40BCrN8S5Te as an isolated structure at a distorted geometry.

The HOMO energy (spin up / spin down) comes out at -3.8279 / -3.8795 eV. As for the multiplicity: 5. Its expectation value of S² is 6.036. As for the charge: -1. The calculation puts the orbital gap (spin up / spin down) at 5.8 / 5.9 eV.

CARTESIAN COORDINATES (ANGSTROEM)
1 Cr -18.062 3.874 -3.000
2 C -17.878 6.062 -7.875
3 C -19.330 5.483 -8.040
4 C -19.157 3.985 -8.350
5 C -20.120 6.140 -9.212
6 N -20.060 5.679 -6.785
7 C -20.984 6.718 -6.625
8 C -21.561 6.501 -5.449
9 N -20.954 5.424 -4.788
10 B -21.656 4.504 -3.566
11 N -21.457 2.981 -3.696
12 C -22.150 2.251 -4.665
13 C -22.157 0.944 -4.332
14 N -21.389 0.838 -3.146
15 C -20.860 2.055 -2.846
16 S -19.605 2.402 -1.805
17 C -21.155 -0.394 -2.362
18 C -22.192 -1.435 -2.702
19 C -19.757 -0.902 -2.856
20 C -21.091 -0.151 -0.846
21 N -21.274 5.124 -2.162
22 C -22.224 5.140 -1.105
23 C -21.778 5.905 -0.105
24 N -20.582 6.572 -0.626
25 C -20.280 6.033 -1.836
26 S -18.706 6.069 -2.494
27 C -19.974 7.744 0.014
28 C -19.804 8.863 -1.068
29 C -18.581 7.312 0.585
30 C -20.812 8.194 1.186
31 C -19.959 4.999 -5.608
32 S -18.692 4.007 -5.238
33 H -17.277 6.045 -8.785
34 H -17.337 5.439 -7.118
35 H -17.928 7.097 -7.487
36 H -19.026 3.883 -9.439
37 H -20.024 3.400 -8.088
38 H -18.286 3.514 -7.848
39 H -19.707 5.781 -10.139
40 H -20.127 7.254 -9.152
41 H -21.162 5.833 -9.223
42 H -21.155 7.481 -7.403
43 H -22.321 7.112 -5.023
44 H -22.787 4.732 -3.712
45 H -22.629 2.793 -5.498
46 H -22.727 0.133 -4.718
47 H -22.038 -1.849 -3.722
48 H -23.210 -1.025 -2.652
49 H -22.082 -2.264 -1.968
50 H -19.706 -1.075 -3.941
51 H -19.583 -1.888 -2.475
52 H -18.934 -0.206 -2.521
53 H -21.830 0.651 -0.611
54 H -20.076 0.134 -0.482
55 H -21.375 -1.127 -0.353
56 H -23.123 4.615 -1.188
57 H -22.189 6.152 0.871
58 H -18.853 8.756 -1.631
59 H -19.777 9.826 -0.423
60 H -20.709 8.929 -1.764
61 H -17.772 7.329 -0.138
62 H -18.571 6.225 0.937
63 H -18.296 8.020 1.369
64 H -21.832 8.518 0.850
65 H -20.280 9.048 1.650
66 H -20.941 7.369 1.947
67 S -16.264 2.399 -3.615
68 C -15.711 2.590 -1.998
69 S -16.606 3.659 -0.960
70 C -14.453 2.003 -1.537
71 C -13.635 1.261 -2.444
72 N -12.850 0.658 -3.071
73 C -13.974 2.007 -0.253
74 N -13.307 1.942 0.751
75 C -14.981 7.039 -4.658
76 Te -14.564 5.315 -3.521
77 C -13.535 4.171 -5.052
78 H -15.616 7.701 -4.011
79 H -15.509 6.792 -5.601
80 H -14.083 7.645 -4.934
81 H -14.076 4.257 -5.982
82 H -13.431 3.152 -4.707
83 H -12.489 4.560 -5.104

Results of the Löwdin charge analysis, in e, for atoms 1 through 4: number 1, Cr, carries -0.41; number 2, C, carries -0.04; number 3, C, carries -0.52; number 4, C, carries -0.08

Density functional theory data (ωB97M-V/def2-TZVPD) for a 7-piece molecular cluster, C27H40BrFN6O5P3 overall at a distorted geometry.

The HOMO energy comes out at -5.4046 eV. As for the multiplicity: 1. As for the charge: -1. The calculation puts the orbital gap at 7.7 eV.

CARTESIAN COORDINATES (ANGSTROEM)
1 C 1.214 -0.288 -1.813
2 C 0.906 0.454 -0.520
3 F 1.359 -0.525 0.547
4 O -0.382 0.677 -0.256
5 P -0.619 1.848 1.163
6 O 1.171 2.243 0.953
7 C 1.757 1.683 -0.185
8 P 1.785 2.973 -1.585
9 O 3.006 3.894 -0.979
10 O 0.502 3.919 -1.232
11 P 3.504 1.041 0.230
12 O 4.048 2.360 1.073
13 Br 4.638 1.255 -1.758
14 H 0.328 -0.872 -2.088
15 H 2.035 -0.999 -1.668
16 H 1.487 0.391 -2.626
17 H -2.014 1.485 1.271
18 H -0.945 2.829 0.195
19 H -0.677 2.817 2.234
20 H -0.262 0.773 2.034
21 H 2.833 4.207 -0.083
22 H 0.710 4.642 -0.637
23 H 4.959 2.519 0.804
24 N 1.864 2.344 3.483
25 C 1.148 3.016 4.420
26 C 1.906 3.097 5.567
27 C 3.144 2.449 5.287
28 C 3.065 1.986 3.993
29 H 1.548 2.148 2.538
30 H 0.162 3.379 4.186
31 H 1.609 3.569 6.489
32 H 3.983 2.328 5.953
33 H 3.770 1.434 3.397
34 N 1.240 -1.425 6.667
35 C 2.388 -0.725 6.430
36 C 3.434 -1.473 6.902
37 C 2.891 -2.675 7.439
38 C 1.531 -2.614 7.278
39 H 0.321 -1.097 6.430
40 H 2.356 0.240 5.952
41 H 4.473 -1.191 6.864
42 H 3.435 -3.488 7.891
43 H 0.755 -3.310 7.545
44 N -1.940 0.197 4.926
45 C -2.234 -0.252 6.186
46 C -2.737 0.807 6.898
47 C -2.752 1.933 6.028
48 C -2.253 1.520 4.821
49 H -1.553 -0.353 4.180
50 H -2.067 -1.278 6.470
51 H -3.060 0.776 7.925
52 H -3.086 2.930 6.262
53 H -2.090 2.045 3.894
54 N -1.535 -1.839 -4.172
55 C -1.776 -3.181 -4.227
56 C -1.113 -3.678 -5.321
57 C -0.445 -2.587 -5.945
58 C -0.726 -1.468 -5.208
59 H -1.893 -1.215 -3.470
60 H -2.392 -3.666 -3.489
61 H -1.091 -4.709 -5.637
62 H 0.171 -2.622 -6.828
63 H -0.418 -0.443 -5.329
64 N -3.816 -5.573 -5.794
65 C -4.904 -5.624 -6.618
66 C -5.610 -6.760 -6.317
67 C -4.917 -7.419 -5.265
68 C -3.816 -6.659 -4.966
69 H -3.120 -4.844 -5.795
70 H -5.084 -4.851 -7.345
71 H -6.520 -7.081 -6.796
72 H -5.195 -8.342 -4.783
73 H -3.037 -6.800 -4.236
74 N -0.089 3.320 -6.981
75 C -0.554 3.936 -5.849
76 C 0.389 3.786 -4.868
77 C 1.469 3.050 -5.430
78 C 1.146 2.779 -6.733
79 H -0.578 3.268 -7.854
80 H -1.514 4.423 -5.836
81 H 0.314 4.153 -3.859
82 H 2.372 2.756 -4.923
83 H 1.685 2.248 -7.499

Results of the Löwdin charge analysis, in e, for atoms 1 through 4: number 1, C, carries -0.02; number 2, C, carries -0.66; number 3, F, carries -0.15; number 4, O, carries -0.23

Density functional theory data (ωB97M-V/def2-TZVPD) for a 3-piece molecular cluster, C27H40ClF2NO11P2S3 overall at a distorted geometry.

The HOMO energy comes out at -8.6087 eV. As for the multiplicity: 1. The calculation puts the orbital gap at 8.7 eV. Its SMILES is Cc1cc(Cl)cc2c1N(S(=O)(=O)F)c1c(ccc(CC(=O)F)c1S)S2.CCOP(=O)(OCC)OCC.CCOP(=O)(OCC)OCC.

CARTESIAN COORDINATES (ANGSTROEM)
1 C 1.002 -1.598 -3.022
2 C -0.281 -1.640 -3.817
3 C -1.224 -0.651 -3.575
4 C -2.434 -0.616 -4.244
5 Cl -3.624 0.607 -3.939
6 C -2.710 -1.584 -5.196
7 C -1.774 -2.575 -5.427
8 C -0.559 -2.629 -4.763
9 N 0.437 -3.649 -4.937
10 S 0.309 -4.850 -3.733
11 O 1.534 -4.979 -3.032
12 O -0.814 -4.555 -2.915
13 F 0.050 -6.200 -4.472
14 C 0.517 -4.211 -6.262
15 C -0.553 -4.351 -7.123
16 C -0.447 -4.929 -8.379
17 C 0.782 -5.401 -8.788
18 C 1.894 -5.281 -7.954
19 C 3.210 -5.858 -8.476
20 C 2.909 -7.271 -8.947
21 O 2.825 -8.169 -8.197
22 F 2.696 -7.471 -10.258
23 C 1.773 -4.688 -6.704
24 S 3.165 -4.526 -5.601
25 S -2.176 -3.814 -6.633
26 H 0.872 -2.095 -2.059
27 H 1.847 -1.996 -3.582
28 H 1.225 -0.544 -2.840
29 H -1.034 0.106 -2.822
30 H -3.636 -1.567 -5.756
31 H -1.292 -5.031 -9.048
32 H 0.874 -5.884 -9.754
33 H 3.955 -5.960 -7.694
34 H 3.525 -5.242 -9.320
35 H 4.158 -4.082 -6.398
36 O 2.079 4.515 1.724
37 P 2.126 3.292 0.884
38 O 3.618 3.275 0.226
39 C 4.747 3.141 1.084
40 C 4.884 1.730 1.630
41 O 1.248 3.729 -0.419
42 C 0.459 4.918 -0.424
43 C 1.229 6.078 -1.019
44 O 1.799 1.710 0.559
45 C 1.144 0.932 1.581
46 C -0.185 1.531 1.995
47 H 4.688 3.868 1.900
48 H 5.623 3.390 0.485
49 H 4.097 1.518 2.361
50 H 5.845 1.602 2.131
51 H 4.797 0.995 0.831
52 H 0.097 5.151 0.577
53 H -0.419 4.709 -1.039
54 H 2.181 6.226 -0.510
55 H 0.650 7.001 -0.954
56 H 1.455 5.883 -2.069
57 H 1.806 0.835 2.447
58 H 0.991 -0.066 1.172
59 H -0.045 2.496 2.492
60 H -0.704 0.871 2.691
61 H -0.821 1.701 1.126
62 O -2.559 1.427 5.529
63 P -2.736 2.007 6.886
64 O -3.913 3.121 6.731
65 C -5.225 2.695 6.373
66 C -5.930 1.995 7.522
67 O -1.436 2.983 7.017
68 C -0.363 2.919 6.082
69 C -0.549 3.932 4.972
70 O -2.822 1.921 8.531
71 C -2.749 0.623 9.153
72 C -1.473 -0.113 8.794
73 H -5.183 2.048 5.492
74 H -5.778 3.593 6.096
75 H -5.484 1.013 7.711
76 H -6.984 1.841 7.292
77 H -5.846 2.576 8.440
78 H -0.251 1.910 5.686
79 H 0.552 3.147 6.634
80 H -1.518 3.821 4.484
81 H 0.236 3.828 4.221
82 H -0.511 4.946 5.372
83 H -3.625 0.032 8.870
84 H -2.798 0.787 10.228
85 H -1.448 -0.366 7.728
86 H -1.396 -1.043 9.359
87 H -0.600 0.504 9.004

Results of the Löwdin charge analysis, in e, for atoms 1 through 4: number 1, C, carries -0.02; number 2, C, carries -0.19; number 3, C, carries -0.05; number 4, C, carries -0.65

Density functional theory data (ωB97M-V/def2-TZVPD) for C27H40F16O8S as an isolated structure at a distorted geometry.

The HOMO energy comes out at -10.7511 eV. As for the multiplicity: 1. The calculation puts the orbital gap at 11.0 eV.

CARTESIAN COORDINATES (ANGSTROEM)
1 C 4.162 0.219 -3.036
2 C 4.016 1.742 -2.553
3 C 2.473 2.178 -2.311
4 C 2.437 3.788 -2.437
5 C 0.876 4.232 -2.275
6 C 0.098 4.273 -3.652
7 O 0.207 3.167 -4.608
8 S -0.572 3.906 -5.947
9 O 0.558 4.410 -6.784
10 O -1.259 2.745 -6.588
11 O -1.544 5.069 -5.166
12 C -1.453 4.656 -3.731
13 C -2.585 3.535 -3.677
14 C -3.277 3.278 -2.263
15 C -2.345 3.292 -0.979
16 C -1.673 1.922 -0.523
17 C -2.036 0.608 -1.350
18 C -1.007 0.332 -2.582
19 C -1.587 -0.934 -3.423
20 C -1.274 -2.231 -2.530
21 O -1.392 -3.492 -3.251
22 C -0.069 -4.033 -3.271
23 C 1.019 -3.295 -4.193
24 O 0.276 -5.041 -2.619
25 H 3.888 -0.508 -2.197
26 H 3.547 -0.023 -3.962
27 H 5.273 0.039 -3.275
28 H 4.600 1.964 -1.597
29 H 4.426 2.411 -3.392
30 H 1.801 1.687 -3.099
31 H 2.086 1.832 -1.294
32 H 2.897 4.149 -3.410
33 H 2.976 4.215 -1.511
34 H 0.450 3.549 -1.475
35 H 0.928 5.321 -1.899
36 H 0.608 5.126 -4.248
37 H -1.626 5.654 -3.210
38 H -3.426 3.912 -4.373
39 H -2.276 2.530 -4.142
40 H -4.049 4.125 -2.117
41 H -3.926 2.333 -2.383
42 H -1.553 4.128 -1.062
43 H -3.013 3.640 -0.103
44 H -0.519 1.962 -0.477
45 H -1.989 1.717 0.568
46 H -3.125 0.491 -1.651
47 H -1.829 -0.276 -0.634
48 H 0.036 0.062 -2.166
49 H -0.848 1.245 -3.239
50 H -2.713 -0.865 -3.576
51 H -1.053 -1.040 -4.426
52 H -0.231 -2.112 -2.046
53 H -2.012 -2.278 -1.650
54 H 1.056 -3.873 -5.177
55 H 2.029 -3.308 -3.671
56 H 0.753 -2.204 -4.380
57 C 1.775 -4.927 0.511
58 C 0.648 -5.633 1.297
59 C -0.615 -4.810 1.564
60 F -0.386 -3.680 2.259
61 F -1.501 -5.533 2.296
62 F 1.163 -6.128 2.449
63 F 0.275 -6.719 0.559
64 O 2.840 -4.327 1.271
65 C 2.620 -3.037 1.801
66 C 2.548 -3.025 3.333
67 F 1.620 -3.884 3.804
68 F 2.206 -1.794 3.788
69 F 1.540 -2.491 1.212
70 F 3.676 -2.288 1.404
71 H 2.277 -5.712 -0.062
72 H 1.385 -4.243 -0.246
73 H -1.107 -4.539 0.625
74 H 3.509 -3.301 3.772
75 C -0.337 0.984 7.308
76 C -1.844 1.302 7.178
77 C -2.767 0.673 8.227
78 F -2.715 -0.668 8.255
79 F -4.060 0.999 7.969
80 F -2.248 0.993 5.923
81 F -1.971 2.658 7.287
82 O 0.195 -0.086 6.510
83 C 0.046 -1.405 6.996
84 C -0.897 -2.256 6.135
85 F -2.108 -1.677 5.985
86 F -1.113 -3.465 6.709
87 F -0.308 -1.364 8.294
88 F 1.283 -1.953 6.967
89 H 0.185 1.869 6.932
90 H -0.022 0.902 8.352
91 H -2.527 1.045 9.227
92 H -0.479 -2.416 5.138

Results of the Löwdin charge analysis, in e, for atoms 1 through 4: number 1, C, carries -0.14; number 2, C, carries -0.25; number 3, C, carries -0.22; number 4, C, carries -0.18